Entry 1:
Entry from OMol25: a cluster of 2 separate species, C2H6NO3 in total (ωB97M-V/def2-TZVPD).

```
! RIJCOSX wB97M-V def2-TZVPD def2/J DEFGRID3
* xyz -1 1
O -0.756 -1.998 -1.153
C -0.377 -0.906 -0.610
O -0.819 0.337 -0.993
C 0.359 -0.943 0.742
N -0.322 -0.023 1.666
H 1.338 -0.620 0.778
H 0.466 -1.990 0.966
H -0.681 0.646 1.004
H -1.145 -0.436 2.006
H 1.323 1.950 -1.760
H 0.030 1.534 -1.332
O 0.583 2.449 -1.315
*
```

Output
* HOMO energy: -4.7 eV
* gap between HOMO and LUMO: 0.3325 Eh
* LUMO: 4.31 eV

***

Entry 2:
Entry from OMol25: a structure of composition C19H27ClN2Ti (ωB97M-V/def2-TZVPD).

```
! RIJCOSX wB97M-V def2-TZVPD def2/J DEFGRID3
* xyz 2 1
C 0.081 0.224 -5.201
C 1.455 0.738 -5.233
C -0.163 -1.218 -5.110
C -1.031 1.179 -5.201
Cl 0.563 1.508 -0.391
H -0.242 -1.713 -6.099
H -1.104 -1.443 -4.578
H 0.664 -1.721 -4.580
H 1.827 0.937 -6.252
H 2.149 0.021 -4.772
H 1.522 1.692 -4.689
H -1.329 1.497 -6.215
H -0.748 2.096 -4.663
H -1.927 0.757 -4.722
C 1.422 -1.771 1.732
C 0.536 -2.559 0.939
C 0.715 -2.186 -0.438
H -0.083 -3.372 1.332
C 1.740 -1.192 -0.506
C 2.175 -0.931 0.840
H 3.047 -0.333 1.100
H 1.622 -1.918 2.793
H 0.271 -2.668 -1.308
H 2.173 -0.770 -1.408
C -2.310 0.514 0.670
C -2.347 -0.760 1.347
C -2.104 -1.780 0.382
H -2.626 -0.927 2.389
C -1.926 -1.154 -0.899
C -2.071 0.259 -0.729
H -2.077 1.002 -1.521
H -2.565 1.472 1.100
H -2.154 -2.844 0.596
H -1.817 -1.646 -1.864
Ti -0.176 -0.290 0.570
C 2.794 1.232 4.848
C 1.465 1.187 4.210
C 0.176 1.332 4.711
C -0.703 1.146 3.631
N 0.018 0.738 2.539
N 1.325 0.914 2.898
C -2.126 1.520 3.662
H 3.209 2.250 4.862
H 2.709 0.882 5.883
H 3.503 0.580 4.319
H -0.103 1.601 5.723
H 2.072 1.023 2.216
H -2.344 1.953 4.647
H -2.378 2.287 2.919
H -2.777 0.653 3.523
*
```

Output
* HOMO energy: -14.1 eV
* gap between HOMO and LUMO: 0.2067 Eh
* LUMO: -8.46 eV

***

Entry 3:
Entry from OMol25: a structure of composition C15H20CoN8O2Se (ωB97M-V/def2-TZVPD).

```
! RIJCOSX wB97M-V def2-TZVPD def2/J DEFGRID3
* xyz 2 2
Co 0.726 -0.033 -0.615
C -2.695 1.414 2.547
C -1.462 1.639 1.721
C -1.560 2.115 0.419
C -0.429 2.386 -0.350
C -0.540 3.074 -1.684
C 0.840 2.164 0.227
C 0.964 1.648 1.537
C 2.321 1.502 2.175
C -0.195 1.376 2.250
H -3.080 0.400 2.404
H -3.488 2.104 2.265
H -2.489 1.540 3.608
H -2.536 2.342 0.006
H -0.395 2.378 -2.511
H 0.209 3.860 -1.776
H -1.521 3.529 -1.803
H 1.702 2.624 -0.246
H 2.591 0.454 2.321
H 2.333 1.971 3.159
H 3.100 1.985 1.582
H -0.112 1.026 3.274
N 2.635 0.385 -1.228
N 3.446 -0.701 -0.826
C 2.847 -1.921 -0.777
N 3.598 -2.993 -0.622
N 1.527 -1.855 -0.915
N 0.834 -3.079 -1.040
O -0.127 -3.051 -1.756
O 1.178 -3.999 -0.335
H 2.709 0.533 -2.237
H 2.982 1.217 -0.759
H 4.448 -0.607 -0.920
H 4.603 -2.935 -0.654
H 3.161 -3.888 -0.444
Se -1.927 -0.433 -3.673
N -3.168 -1.365 -2.853
C -2.808 -1.491 -1.587
C -3.459 -2.227 -0.552
C -2.843 -2.277 0.660
C -1.604 -1.608 0.891
N -0.993 -0.900 -0.023
C -1.585 -0.848 -1.254
N -0.936 -0.216 -2.203
H -4.393 -2.738 -0.748
H -3.274 -2.835 1.480
H -1.134 -1.668 1.866
*
```

Output
* HOMO energy (alpha / beta): -15.3 / -15.3 eV
* gap between HOMO and LUMO (alpha / beta): 0.2880 / 0.2915 Eh
* LUMO (alpha / beta): -7.42 / -7.35 eV

***

no.,E (hartree)
1,-360.32412
2,-2158.82149
3,-4955.66358